Entry 1:
Formula: C4H10O2
Source: the Open Molecules 2025 dataset
Level of theory: ωB97M-V with the def2-TZVPD basis set

Geometry (Å):
C 1.606 -1.428 -0.690
C 0.294 -1.093 0.013
C 0.046 0.405 0.091
O 0.132 0.945 -1.213
C -1.319 0.745 0.670
O -1.462 2.154 0.546
H 1.774 -2.510 -0.711
H 1.589 -1.057 -1.718
H 2.457 -0.963 -0.180
H -0.543 -1.560 -0.523
H 0.292 -1.499 1.033
H 0.809 0.867 0.742
H -0.206 1.850 -1.144
H -1.390 0.416 1.716
H -2.100 0.232 0.088
H -1.978 2.497 1.280

The HOMO energy comes out at -10.0 eV. Its molar mass is 90.12 g/mol. The value obtained for the calculated total energy is -308.87508 hartree. Its energy above the lowest of the compared OMol25 structures with the same formula, charge and spin is 0.628 eV. The structure (SMILES) is CC[C@@H](O)CO. The value obtained for the frontier orbital gap is 10.81 eV.


Entry 2:
Formula: C4H10O2
Source: the Open Molecules 2025 dataset
Level of theory: ωB97M-V with the def2-TZVPD basis set

Geometry (Å):
C -2.101 0.393 0.237
C -0.630 0.065 0.373
O -0.528 -1.314 0.665
C 0.185 0.374 -0.867
C 1.693 0.207 -0.616
O 2.102 -0.896 0.211
H -2.611 0.141 1.171
H -2.253 1.455 0.020
H -2.548 -0.199 -0.569
H -0.196 0.668 1.191
H 0.425 -1.481 0.759
H 0.048 1.417 -1.198
H -0.177 -0.253 -1.697
H 2.085 1.093 -0.099
H 2.079 0.123 -1.627
H 2.561 -1.570 -0.304

The HOMO energy comes out at -9.8 eV. Its molar mass is 90.12 g/mol. The value obtained for the calculated total energy is -308.87011 hartree. Its energy above the lowest of the compared OMol25 structures with the same formula, charge and spin is 0.763 eV. The structure (SMILES) is C[C@@H](O)CCO. The value obtained for the frontier orbital gap is 10.57 eV.


Entry 3:
Formula: C4H10O2
Source: the Open Molecules 2025 dataset
Level of theory: ωB97M-V with the def2-TZVPD basis set

Geometry (Å):
C 1.838 0.705 0.144
O 0.492 1.077 0.254
C -0.242 0.045 -0.294
C 0.395 -1.599 0.312
C -1.738 0.373 -0.025
O -2.300 1.418 -0.813
H 2.186 0.751 -0.899
H 2.435 1.348 0.795
H 1.767 -0.376 0.405
H -0.069 -0.022 -1.382
H 1.394 -2.024 0.654
H 0.190 -2.241 -0.539
H -0.227 -1.829 1.169
H -2.338 -0.502 -0.271
H -1.858 0.606 1.043
H -1.924 2.269 -0.553

The HOMO energy comes out at -9.9 eV. Its molar mass is 90.12 g/mol. The value obtained for the calculated total energy is -308.78097 hartree. Its energy above the lowest of the compared OMol25 structures with the same formula, charge and spin is 3.189 eV. The structure (SMILES) is CO[C@@H](C)CO. The value obtained for the frontier orbital gap is 10.88 eV.


Entry 4:
Formula: C4H10O2
Source: the Open Molecules 2025 dataset
Level of theory: ωB97M-V with the def2-TZVPD basis set

Geometry (Å):
C 0.301 -0.296 1.708
C 0.416 -0.625 0.207
O -0.184 -1.821 -0.136
C -0.114 0.354 -0.854
C 0.481 1.662 -1.223
O -0.821 -0.204 -1.717
H -0.751 -0.340 1.984
H 0.718 0.670 2.013
H 0.832 -1.092 2.242
H 1.488 -0.652 -0.059
H -1.460 -1.445 0.484
H -2.099 -0.795 0.627
H 0.677 2.352 -0.402
H 1.447 1.371 -1.660
H -0.104 2.132 -2.014
H -0.826 -1.271 -1.199

The HOMO energy comes out at -8.6 eV. Its molar mass is 90.12 g/mol. The value obtained for the calculated total energy is -308.76053 hartree. Its energy above the lowest of the compared OMol25 structures with the same formula, charge and spin is 3.745 eV. The value obtained for the frontier orbital gap is 8.60 eV.


Entry 5:
Formula: C4H10O2
Source: the Open Molecules 2025 dataset
Level of theory: ωB97M-V with the def2-TZVPD basis set

Geometry (Å):
C 2.900 0.032 0.261
O 1.718 0.476 -0.352
C 0.665 -0.455 -0.264
C -0.636 0.327 -0.286
O -1.699 -0.580 -0.133
C -2.942 0.071 -0.106
H 3.661 0.798 0.094
H 2.758 -0.100 1.345
H 3.257 -0.919 -0.161
H 0.703 -1.172 -1.099
H 0.716 -1.027 0.675
H -0.623 1.058 0.539
H -0.728 0.890 -1.229
H -2.990 0.816 0.704
H -3.149 0.585 -1.058
H -3.709 -0.688 0.065

The HOMO energy comes out at -9.9 eV. Its molar mass is 90.12 g/mol. The value obtained for the calculated total energy is -308.83713 hartree. Its energy above the lowest of the compared OMol25 structures with the same formula, charge and spin is 1.661 eV. The structure (SMILES) is COCCOC. The value obtained for the frontier orbital gap is 10.95 eV.


Entry 6:
Formula: C4H10O2
Source: the Open Molecules 2025 dataset
Level of theory: ωB97M-V with the def2-TZVPD basis set

Geometry (Å):
C -1.803 0.340 -0.515
C -0.514 0.387 0.288
O -0.642 -0.294 1.540
C 0.661 -0.282 -0.459
C 2.006 0.272 0.000
O 0.578 -1.681 -0.297
H -2.019 -0.687 -0.827
H -1.709 0.960 -1.413
H -2.648 0.730 0.067
H -0.255 1.434 0.503
H -1.570 -0.522 1.669
H 0.546 -0.095 -1.534
H 2.108 1.323 -0.296
H 2.102 0.212 1.090
H 2.821 -0.299 -0.455
H 0.338 -1.798 0.637

The HOMO energy comes out at -10.1 eV. Its molar mass is 90.12 g/mol. The value obtained for the calculated total energy is -308.87902 hartree. Its energy above the lowest of the compared OMol25 structures with the same formula, charge and spin is 0.521 eV. The structure (SMILES) is C[C@@H](O)[C@@H](C)O. The value obtained for the frontier orbital gap is 10.92 eV.


Entry 7:
Formula: C4H10O2
Source: the Open Molecules 2025 dataset
Level of theory: ωB97M-V with the def2-TZVPD basis set

Geometry (Å):
C 0.754 -0.692 2.339
C -0.073 0.128 1.428
C -0.566 -0.469 0.217
O 0.590 0.705 0.350
H 1.389 -0.046 2.941
H 1.376 -1.370 1.747
H 0.078 -1.272 2.971
H -0.773 0.823 1.895
H -0.046 -1.283 -0.271
H -1.622 -0.387 -0.070
C -0.147 0.481 -2.572
O -0.862 1.075 -1.527
H 0.859 0.136 -2.278
H -0.705 -0.384 -2.958
H -0.047 1.220 -3.369
H -0.205 1.333 -0.842

The HOMO energy comes out at -9.2 eV. Its molar mass is 90.12 g/mol. The value obtained for the calculated total energy is -308.76923 hartree. Its energy above the lowest of the compared OMol25 structures with the same formula, charge and spin is 3.508 eV. The structure (SMILES) is C[C@@H]1CO1.CO. The value obtained for the frontier orbital gap is 10.20 eV.


Entry 8:
Formula: C4H10O2
Source: the Open Molecules 2025 dataset
Level of theory: ωB97M-V with the def2-TZVPD basis set

Geometry (Å):
C 0.031 -0.730 -1.553
C 0.165 -0.012 -0.193
C 1.088 -0.868 0.700
O 0.828 1.203 -0.508
C -1.154 0.455 0.521
O -0.842 1.521 1.435
H -0.581 -0.171 -2.268
H 1.045 -0.771 -1.974
H -0.325 -1.767 -1.514
H 0.781 -1.918 0.798
H 2.085 -0.870 0.243
H 1.179 -0.446 1.705
H 0.763 1.715 0.313
H -1.847 0.849 -0.233
H -1.640 -0.340 1.098
H -1.576 2.151 1.430

The HOMO energy comes out at -10.0 eV. Its molar mass is 90.12 g/mol. The value obtained for the calculated total energy is -308.87220 hartree. Its energy above the lowest of the compared OMol25 structures with the same formula, charge and spin is 0.706 eV. The structure (SMILES) is CC(C)(O)CO. The value obtained for the frontier orbital gap is 10.79 eV.